The following is a DFT calculation (ωB97M-V/def2-TZVPD) of a molecular structure, C18H26AsAuN4OS3 at a distorted geometry.

The frontier orbital gap comes out at 5.005 eV. For the energy, the calculation gives -124117.293 eV. The HOMO energy is -0.476 Eh. The molecular weight is 682.5 g/mol. As for the energy above the lowest of the compared OMol25 structures with the same formula, charge and spin: 8.5 kcal per mole. As for the charge: +2.

Structure (XYZ):
```
54
Properties=species:S:1:pos:R:3:forces:R:3:mulliken_charge:R:1
Au 0.18298 -1.72103 0.07114 0.4 -1.2 -0.2 0.6673
N 1.12894 -4.22505 -3.33453 -0.1 0.1 0.0 -0.3520
C 0.90276 -3.67771 -2.14796 -0.2 0.0 -0.1 0.7692
S -0.15994 -2.26267 -2.16077 -0.1 0.8 0.6 -0.3046
N 1.42644 -4.21249 -1.08394 0.4 -0.4 0.1 -1.2643
N 1.20555 -3.52938 0.04053 -0.5 0.7 -0.1 0.6630
C 1.60205 -3.95837 1.18082 0.2 -0.1 0.1 -0.2412
C 1.38163 -3.12611 2.35366 0.0 0.0 0.1 0.7782
C 1.79025 -3.49631 3.61915 0.0 -0.1 0.0 -0.8020
C 1.58163 -2.61928 4.67747 0.0 0.0 0.0 -0.2144
C 0.97802 -1.39593 4.43781 0.0 -0.1 0.0 -0.8660
C 0.57395 -1.09419 3.14659 0.0 0.0 0.0 -0.0286
N 0.76553 -1.94441 2.14061 -0.3 0.6 -0.3 -0.2791
H 0.72077 -3.84399 -4.17231 0.1 0.0 0.0 0.2019
H 1.72209 -5.03743 -3.40669 0.0 0.0 0.0 0.2556
H 2.12066 -4.90738 1.25497 0.0 0.0 -0.1 0.4731
H 2.26329 -4.45734 3.76859 0.0 0.0 0.0 0.4216
H 1.89076 -2.89064 5.67797 0.0 0.0 0.0 0.4635
H 0.81919 -0.68007 5.23125 0.0 0.0 0.0 0.4209
H 0.09114 -0.15730 2.90017 0.0 0.0 0.0 0.5591
C -3.20355 -1.85318 1.56225 0.1 0.0 0.0 -1.0442
As -2.95882 -0.23851 0.55325 -0.5 0.0 -0.1 0.6770
C -3.77833 1.18201 1.54401 0.1 0.1 0.0 -1.0547
C -3.92472 -0.40409 -1.09320 0.0 0.0 0.0 -1.0218
S -0.90812 0.35206 0.21535 0.2 -0.4 0.3 -0.3215
H -4.27123 -2.07037 1.57908 0.0 0.0 0.0 0.4287
H -2.84410 -1.69822 2.57767 0.0 0.0 0.0 0.3606
H -2.67072 -2.68077 1.09825 0.0 0.0 0.0 0.3508
H -4.85745 1.03578 1.52656 0.0 0.0 0.0 0.4106
H -3.52888 2.13784 1.08768 0.0 0.0 0.0 0.3704
H -3.41862 1.16814 2.57036 0.0 0.0 0.0 0.3670
H -4.95114 -0.68374 -0.85701 0.0 0.0 0.0 0.4437
H -3.46811 -1.16208 -1.72625 0.0 0.0 0.0 0.3322
H -3.91487 0.55697 -1.60306 0.0 0.0 0.0 0.3514
C 3.32668 4.79469 0.48299 -0.1 0.0 0.0 -1.4162
C 2.44815 4.00009 -0.44474 0.1 0.0 0.0 0.7728
C 2.97810 3.01470 -1.26980 0.0 -0.1 0.0 -0.6928
C 2.15417 2.19988 -2.03974 0.1 0.1 -0.1 -0.5908
C 0.78851 2.41307 -2.01938 -0.1 -0.1 0.2 0.2435
C 0.23285 3.39949 -1.21088 0.0 0.1 0.0 -0.3662
C 1.06630 4.20038 -0.44928 -0.1 -0.1 0.1 -0.7993
S -0.26163 1.26922 -2.89484 -0.2 -0.2 -0.5 0.8990
C -1.05296 2.38574 -4.06348 0.3 0.1 0.0 -1.1880
O 0.62042 0.34161 -3.66256 0.0 0.2 0.1 -0.6985
H 4.37299 4.75197 0.18761 0.0 0.0 0.0 0.3793
H 3.25066 4.39558 1.49689 0.0 0.0 0.0 0.2868
H 3.01335 5.83731 0.52944 0.0 0.0 0.0 0.3809
H 4.05146 2.87538 -1.31522 0.0 0.0 0.1 0.3682
H 2.55999 1.42245 -2.67492 0.0 0.0 0.0 0.5433
H -0.84171 3.55012 -1.18203 0.0 0.0 0.0 0.3504
H 0.64266 4.98612 0.16547 0.0 0.0 0.0 0.4020
H -0.30816 3.01438 -4.54818 0.0 0.0 0.0 0.3763
H -1.77981 2.98922 -3.52033 0.0 0.0 -0.1 0.3596
H -1.55105 1.75380 -4.79650 0.0 0.0 0.0 0.4183
```
Forces are in eV/Å.


The following is a DFT calculation (ωB97M-V/def2-TZVPD) of a single C5H11NO molecule at a distorted geometry.

The frontier orbital gap comes out at 10.288 eV. For the energy, the calculation gives -8900.062 eV. The HOMO energy is -0.345 Eh. The molecular weight is 101.1 g/mol. As for the energy above the lowest of the compared OMol25 structures with the same formula, charge and spin: 37.7 kcal per mole.

Structure (XYZ):
```
18
Properties=species:S:1:pos:R:3:forces:R:3:mulliken_charge:R:1
C 0.91947 1.64177 0.11915 -0.1 0.0 0.3 -1.4404
C 0.74362 0.11902 0.01635 -0.2 -0.3 1.0 0.1350
C 0.35282 -0.49198 1.55867 1.0 0.2 -0.7 -1.2525
N -0.26529 -0.27146 -0.95494 0.0 -0.3 0.3 -0.0013
C -1.56521 0.03266 -0.41436 -0.4 0.1 0.0 -0.8060
C -0.08824 -1.41888 -1.69272 0.1 0.1 0.1 0.2329
O 0.97877 -1.92317 -1.97361 -0.3 0.2 0.2 -0.5494
H 0.03320 2.09401 0.57064 0.1 0.1 0.0 0.3420
H 1.76267 1.83112 0.78858 -0.1 0.1 0.0 0.3892
H 1.12374 2.17565 -0.82220 -0.1 -0.6 0.1 0.3661
H 1.68126 -0.31202 -0.38433 -0.4 -0.1 0.8 0.3973
H 0.58892 -1.55846 1.57913 0.4 0.1 -0.1 0.3348
H 0.98523 0.06079 2.24646 0.5 -0.2 0.0 0.3884
H -0.62622 -0.46295 2.11911 0.6 0.5 -1.4 0.3498
H -1.78313 1.10082 -0.49278 -0.1 -0.1 -0.2 0.2136
H -2.34934 -0.55892 -0.88948 0.0 0.1 0.1 0.3981
H -1.44001 -0.19851 0.64689 -1.2 0.1 -0.5 0.2602
H -1.05226 -1.85949 -2.02056 0.2 0.2 -0.1 0.2425
```
Forces are in eV/Å.


The following is a DFT calculation (ωB97M-V/def2-TZVPD) of a gas-phase ion, C4H10NOS (charge +1) at a distorted geometry.

The frontier orbital gap comes out at 9.565 eV. For the energy, the calculation gives -18675.457 eV. The HOMO energy is -0.488 Eh. The molecular weight is 120.2 g/mol. As for the energy above the lowest of the compared OMol25 structures with the same formula, charge and spin: 38.0 kcal per mole. As for the charge: +1.

Structure (XYZ):
```
17
Properties=species:S:1:pos:R:3:forces:R:3:mulliken_charge:R:1
O 1.98189 1.73311 1.53613 0.3 -0.2 0.3 -0.4242
C 2.21649 0.70660 0.95850 -1.0 1.0 -1.1 -0.1503
C 0.99342 -0.16780 0.54989 0.2 -0.6 0.9 0.1087
C 0.53219 -0.25465 -0.91492 2.4 1.3 0.7 -0.9031
C -0.52756 -1.24429 -1.27134 -1.3 0.5 -0.1 -0.6104
S -2.26457 -0.57833 -1.14700 -0.1 -0.3 0.2 -0.1603
N -0.15458 0.37654 1.37919 -0.4 -0.8 0.2 -0.3311
H 3.23870 0.44305 0.65599 -0.1 -0.4 0.0 0.4030
H 1.26981 -1.15811 0.94195 -0.6 0.0 -0.1 0.3957
H 0.31466 0.78258 -1.20400 -0.3 -0.3 -0.3 0.4479
H 1.49300 -0.44761 -1.41683 -0.4 -0.3 -0.3 0.3872
H -0.55573 -2.13135 -0.64468 0.4 -0.2 -0.1 0.3655
H -0.43377 -1.50029 -2.32308 0.1 -0.3 0.1 0.3703
H -2.08226 0.64211 -0.62345 0.3 0.0 -0.2 0.0909
H 0.07049 0.54283 2.35990 0.4 0.2 0.0 0.3868
H -0.94584 -0.27946 1.37897 0.0 0.0 -0.3 0.2899
H -0.49339 1.25125 0.98020 0.1 0.2 0.1 0.3336
```
Forces are in eV/Å.


The following is a DFT calculation (ωB97M-V/def2-TZVPD) of a single C2H4NP molecule at a distorted geometry.

The frontier orbital gap comes out at 9.368 eV. For the energy, the calculation gives -12915.283 eV. The HOMO energy is -0.353 Eh. The molecular weight is 73.0 g/mol. As for the energy above the lowest of the compared OMol25 structures with the same formula, charge and spin: 28.7 kcal per mole.

Structure (XYZ):
```
8
Properties=species:S:1:pos:R:3:forces:R:3:mulliken_charge:R:1
C 0.68322 0.48979 0.11380 -1.7 -1.8 -0.3 -0.1531
C -0.59674 -0.45910 0.00580 3.9 -0.1 -0.7 -0.1328
N 1.84353 0.05332 0.01020 0.1 -2.6 -0.4 -0.5362
P -2.09183 0.21734 0.12657 0.9 1.9 0.5 -0.1113
H 0.47434 1.50795 0.20792 -0.6 1.9 0.3 0.3883
H -0.22079 -1.49406 -0.32192 -1.1 1.4 0.8 0.3068
H 2.68998 0.58046 -0.04988 -0.1 1.1 0.3 0.2407
H -2.78170 -0.89570 -0.09248 -1.3 -2.0 -0.4 -0.0024
```
Forces are in eV/Å.


The following is a DFT calculation (ωB97M-V/def2-TZVPD) of 2 unconnected molecules or ions with the total composition C5H17N2OP at a distorted geometry.

The frontier orbital gap comes out at 9.241 eV. For the energy, the calculation gives -19759.482 eV. The HOMO energy is -0.631 Eh. The molecular weight is 152.2 g/mol. As for the energy above the lowest of the compared OMol25 structures with the same formula, charge and spin: 0.0 kcal per mole. As for the charge: +2.

Structure (XYZ):
```
26
Properties=species:S:1:pos:R:3:forces:R:3:mulliken_charge:R:1
C -0.88982 2.06743 -1.71957 0.2 2.1 -0.7 -0.9140
C -0.78778 0.67792 -3.62623 -0.1 -2.2 -2.3 -0.9595
C -0.09134 -0.59372 -0.09071 2.2 1.6 -1.1 -0.4120
C 0.32507 -0.13584 -1.49616 2.3 1.7 -0.5 -0.6951
C 0.84211 -1.69368 0.28966 -1.9 -1.2 0.5 -0.1475
N 1.06926 -2.09345 1.49167 0.2 -0.1 -1.1 -0.0692
N -0.77699 0.63796 -2.15728 1.4 0.6 0.6 0.0352
O 0.58542 -0.55933 3.64635 -0.6 -0.6 -4.1 -0.5915
P 0.55015 -0.52685 5.09997 1.7 0.6 1.3 0.2339
H -1.66941 2.19004 -0.99714 -0.3 -0.1 0.6 0.3735
H 0.01675 2.68038 -1.41604 -0.6 -1.7 -0.2 0.3356
H -1.20221 2.56946 -2.64893 -0.2 0.1 0.7 0.4341
H -0.21130 1.45665 -4.14760 -0.1 0.0 0.9 0.3902
H -0.40539 -0.29374 -4.04203 -0.5 0.8 0.5 0.3292
H -1.85635 0.74227 -3.87394 0.5 0.2 -0.4 0.4368
H -1.09443 -0.90803 -0.21038 -1.1 -1.3 0.5 0.4048
H -0.10628 0.25106 0.56767 0.1 0.3 0.7 0.4223
H 0.66243 -1.01646 -2.12683 -0.6 1.3 0.4 0.3827
H 1.15657 0.68980 -1.44271 -1.0 -2.1 -0.1 0.3110
H 1.03574 -2.33558 -0.59460 0.4 -0.1 1.0 0.3892
H 0.97804 -1.49420 2.38884 -0.7 0.0 -0.1 0.3473
H -0.64802 -0.39062 5.72663 -1.0 -0.7 0.5 0.1181
H 1.31204 -3.08928 1.56459 0.7 0.6 0.3 0.2902
H -1.62856 0.19147 -1.88160 -0.9 -0.3 0.1 0.3401
H 1.42203 -1.52811 5.49721 -0.4 -0.4 1.1 0.1227
H 1.13763 0.63457 5.49003 0.5 0.8 0.8 0.0920
```
Forces are in eV/Å.


The following is a DFT calculation (ωB97M-V/def2-TZVPD) of a molecular structure, C15H35B2BeCl2F4KNO18P2S at a distorted geometry.

The frontier orbital gap comes out at 1.570 eV. For the energy, the calculation gives -137870.295 eV. The HOMO energy is -0.240 Eh. The molecular weight is 828.1 g/mol. As for the charge: -1.

Structure (XYZ):
```
82
Properties=species:S:1:pos:R:3:forces:R:3:mulliken_charge:R:1
C -3.92134 6.40401 2.80713 0.0 -0.8 -1.0 -0.9789
P -2.03812 6.69476 2.63147 0.5 1.9 -0.2 0.0367
O -1.71829 6.50048 0.94839 -1.7 -0.7 1.9 -0.4339
C -1.11705 5.34426 3.58906 -0.8 0.2 -0.4 0.1626
O -1.43262 4.03630 3.01370 2.4 -0.7 -0.7 -0.2825
C -0.43668 3.57827 2.12614 1.4 0.4 -1.8 0.3739
O 0.29181 4.28431 1.41993 -2.1 -1.3 2.4 -0.5194
B -1.58616 5.33924 5.14274 0.7 1.2 1.3 0.4589
N -2.61465 4.42336 5.73195 1.1 0.3 -0.6 -0.5333
O -0.94005 6.29856 6.01694 -0.4 -2.3 -1.2 -0.6032
H -4.37617 6.93155 1.89349 0.6 -0.6 1.4 0.3369
H -4.19288 5.29729 2.71587 0.1 1.4 0.3 0.2742
H -4.34554 6.88295 3.74979 0.7 -0.7 -1.2 0.2814
H -2.51461 6.05436 0.59208 0.8 0.1 -0.2 0.2913
H -0.01133 5.59719 3.56281 -1.3 -0.4 -0.4 0.3063
H -0.28807 2.44157 2.04738 -1.0 1.6 0.6 0.3070
H -2.44424 3.46183 5.40672 -0.5 0.4 -0.1 0.3207
H -3.54664 4.72436 5.37007 1.2 -0.2 0.0 0.1439
H -0.70749 5.82643 6.84703 -0.7 0.7 -0.5 0.3020
Be -5.22217 4.15372 5.69233 -1.1 -0.3 0.2 -0.0849
C 2.86903 -1.56587 1.29165 -0.2 -0.3 -0.6 -0.5163
C 2.83405 -0.34030 0.39188 0.4 0.3 0.3 -0.2024
O 1.43932 -0.06742 0.19257 -1.2 -0.6 0.3 -0.1499
S 0.62713 -0.50118 1.52167 1.1 -0.5 -0.4 0.9887
O 0.41937 0.66972 2.32554 -0.3 -1.0 -0.3 -0.7009
O -0.44098 -1.37064 1.13314 0.3 0.8 0.4 -0.5830
O 1.79282 -1.38747 2.21265 -0.8 0.8 -0.5 -0.1357
H 2.67836 -2.48229 0.71783 -0.1 -0.1 0.0 0.3200
H 3.82021 -1.66100 1.82580 -0.1 0.3 0.3 0.3942
H 3.33203 -0.50971 -0.56090 -0.3 -0.1 -0.1 0.1942
H 3.27865 0.52154 0.88333 -0.1 -0.2 -0.1 0.3570
F 4.56894 -0.10193 2.03594 1.3 0.3 0.6 -0.6592
C 0.40226 0.93322 -3.07569 -1.3 0.2 -0.1 0.2191
Cl 2.16182 0.71007 -3.14673 0.0 0.3 0.4 -0.2002
Cl -0.42967 -0.62079 -3.18522 -0.1 -0.3 0.1 0.0682
H 0.14480 1.40782 -2.12941 0.3 -0.2 0.1 0.1942
H 0.09159 1.56760 -3.90682 0.3 -0.1 -0.1 0.0266
B -0.67014 2.60857 -8.79219 -0.3 0.5 -2.5 0.5185
O -1.56408 1.65071 -8.11522 0.4 0.1 0.8 -0.4021
C -1.21892 1.62293 -6.83374 -2.4 -1.9 -0.6 0.7149
O -1.75289 0.93858 -5.99472 0.5 0.3 0.1 -0.5899
C -0.09739 2.54691 -6.60760 2.0 1.9 -0.1 0.5892
O 0.45317 2.75465 -5.54736 -0.1 -0.2 0.0 -0.6883
O 0.23427 3.13124 -7.74766 -0.2 -0.5 1.0 -0.4325
F -1.42908 3.67290 -9.36142 0.7 -0.9 0.5 -0.3611
F 0.08425 1.94612 -9.80705 -0.5 0.5 0.8 -0.3718
F -1.96964 -2.07627 -4.15439 0.3 0.3 0.3 -0.4995
C 2.85634 -4.35521 7.78134 -0.1 -0.2 0.3 -0.7373
O 3.18853 -3.82838 6.50508 0.3 0.4 -0.5 -0.3017
P 2.94433 -2.26848 6.21496 -0.2 0.5 -0.9 0.9098
O 3.32678 -1.83420 4.85976 -0.1 -0.8 1.0 -0.4388
O 3.70941 -1.52993 7.41099 -1.0 -0.1 -0.2 -0.3446
C 5.10708 -1.75353 7.52894 0.4 -0.2 0.1 -0.6956
O 1.40760 -2.04676 6.58913 1.1 0.2 0.7 -0.3268
C 0.44713 -2.44352 5.61395 -0.5 -0.1 -0.4 -0.5465
H 3.71111 -4.91934 8.15811 0.0 0.0 -0.1 0.2614
H 2.60604 -3.57303 8.50060 0.0 0.0 -0.1 0.3523
H 2.00371 -5.02846 7.67660 0.0 0.1 0.0 0.2638
H 5.53279 -2.16865 6.61277 0.0 0.1 0.0 0.3326
H 5.28276 -2.44809 8.35395 0.0 0.0 0.0 0.2526
H 5.59739 -0.80660 7.75383 -0.1 0.0 -0.1 0.2596
H -0.42864 -2.83910 6.12950 0.1 0.1 0.0 0.2933
H 0.84084 -3.21654 4.94901 0.0 0.1 0.0 0.3525
H 0.14890 -1.57370 5.02661 0.1 -0.1 0.0 0.1214
K 4.36713 -0.15418 -4.53064 0.3 -0.1 -0.4 0.9265
C -2.43542 -6.09858 -8.61003 -0.1 0.0 -0.1 -1.0258
C -1.08630 -5.65730 -8.06734 0.0 0.1 0.0 -0.3151
O -0.67508 -4.38330 -8.53636 0.2 -0.2 -0.2 -0.4324
C -1.53109 -3.28877 -8.21989 -0.1 0.1 0.2 -0.4297
C -1.71930 -3.07599 -6.72744 0.0 -0.1 -0.2 -0.9131
H -2.42003 -6.11584 -9.70412 0.0 0.0 0.1 0.2818
H -2.68384 -7.09876 -8.24545 0.0 0.0 0.0 0.3809
H -3.23718 -5.42419 -8.30585 0.0 -0.1 0.1 0.2702
H -0.32487 -6.36937 -8.39612 0.1 0.2 -0.1 0.3246
H -1.07704 -5.67904 -6.97292 -0.1 0.0 0.0 0.3060
H -2.49535 -3.40565 -8.72627 0.0 0.0 0.0 0.3036
H -1.06519 -2.39725 -8.64814 0.1 -0.2 -0.1 0.2696
H -2.18947 -3.93648 -6.24719 -0.1 0.1 0.0 0.2923
H -2.34986 -2.20474 -6.54432 0.1 0.0 0.0 0.4367
H -0.75516 -2.91677 -6.23979 -0.1 0.1 0.0 0.2564
O -2.47356 -2.00075 5.47350 0.0 -0.2 0.3 -0.4904
H -2.62749 -1.43204 4.71232 0.0 0.2 -0.4 0.2981
```
Forces are in eV/Å.


What is the formula in the first record?
C18H26AsAuN4OS3


Which of these has the highest energy?
C5H11NO


Among the records above, which one has the highest energy?
C5H11NO


Number 2 is which compound?
C5H11NO